ORCA calculation (ωB97M-V/def2-TZVPD) on a structure of composition C31H39ClCoN10O8SSi.

For the HOMO energy (spin up / spin down), the calculation gives -7.98 / -7.86 eV. For the strongest force on any atom, the calculation gives 1.1 eV/A. The energy relative to the best compared isomer or geometry (same formula, charge and spin) comes out at 0.551 eV.

```
! wB97M-V def2-TZVPD RIJCOSX def2/J DEFGRID3
* xyz 0 2
Co 1.56 0.57 1.57
N -1.01 3.29 -1.51
C 0.00 2.92 -0.69
N -0.09 2.05 0.25
C -1.30 1.43 0.50
N -1.46 0.60 1.47
N -0.30 0.36 2.19
C -0.48 -0.20 3.33
C 0.70 -0.47 4.17
C 0.62 -1.30 5.28
C 1.79 -1.57 5.97
C 2.97 -1.01 5.54
C 2.96 -0.18 4.43
N 1.85 0.09 3.76
C -2.44 1.77 -0.36
C -3.70 1.18 -0.20
C -4.75 1.55 -1.02
C -4.56 2.51 -2.01
C -3.32 3.09 -2.20
C -2.27 2.72 -1.37
H -0.83 3.96 -2.24
H 0.96 3.41 -0.87
H -1.48 -0.45 3.67
H -0.33 -1.73 5.57
H 1.77 -2.22 6.84
H 3.90 -1.21 6.05
H 3.87 0.28 4.04
H -3.82 0.44 0.58
H -5.73 1.10 -0.88
H -5.39 2.80 -2.65
H -3.17 3.83 -2.97
C -0.13 3.38 3.35
C 1.16 3.62 2.64
N 1.98 2.73 2.13
C 3.05 3.44 1.62
C 2.87 4.76 1.83
N 1.66 4.87 2.48
H -0.26 2.32 3.50
H -0.98 3.76 2.77
H -0.14 3.87 4.32
H 3.88 2.94 1.16
H 3.48 5.62 1.60
H 1.24 5.72 2.82
C 0.87 -5.37 1.99
Si 2.27 -4.27 1.42
C 2.77 -4.76 -0.32
C 3.73 -4.44 2.58
C 1.73 -2.53 1.42
C 1.60 -1.32 1.41
H 1.15 -6.43 1.99
H 0.00 -5.26 1.35
H 0.57 -5.11 3.01
H 3.13 -5.79 -0.36
H 3.57 -4.11 -0.67
H 1.93 -4.66 -1.00
H 4.20 -5.43 2.50
H 3.41 -4.30 3.61
H 4.47 -3.68 2.34
O 4.71 -1.13 1.48
Cl 4.75 0.25 1.14
O 5.57 0.50 0.00
O 5.17 1.04 2.27
O 3.38 0.71 0.76
C -6.16 -1.22 -4.92
C -5.05 -0.48 -4.19
S -3.47 -1.12 -4.68
O -3.31 -2.42 -4.08
O -3.34 -0.96 -6.11
C -2.31 -0.02 -3.90
C -0.90 -0.56 -4.13
N 0.04 -0.05 -3.15
C 0.40 -0.72 -2.02
N 1.38 -0.11 -1.37
C 1.69 0.99 -2.09
C 0.86 1.07 -3.17
N 0.62 2.19 -4.00
O -0.25 2.12 -4.85
O 1.27 3.20 -3.77
C -0.23 -1.99 -1.57
H -7.13 -0.82 -4.62
H -6.14 -2.28 -4.68
H -6.06 -1.11 -6.00
H -5.11 -0.61 -3.11
H -5.05 0.59 -4.43
H -2.56 0.02 -2.84
H -2.43 0.97 -4.35
H -0.55 -0.31 -5.13
H -0.90 -1.65 -4.03
H 2.46 1.68 -1.78
H -0.06 -2.79 -2.30
H -1.31 -1.88 -1.44
H 0.24 -2.27 -0.63
*
```

ORCA calculation (ωB97M-V/def2-TZVPD) on a cluster of 9 separate species, C45H54N6O21S3 in total.

For the HOMO energy, the calculation gives -9.95 eV. The structure (SMILES) is O=[N+]([O-])c1ccccc1.O=[N+]([O-])c1ccccc1.O=[N+]([O-])c1ccccc1.O=[N+]([O-])c1ccccc1.O=[N+]([O-])c1ccccc1.O=[N+]([O-])c1ccccc1.CCOS(C)(=O)=O.CCOS(C)(=O)=O.CCOS(C)(=O)=O. For the strongest force on any atom, the calculation gives 4.0 eV/A.

```
! wB97M-V def2-TZVPD RIJCOSX def2/J DEFGRID3
* xyz 0 1
O -3.52 -5.42 -2.68
N -2.89 -4.74 -1.89
O -1.69 -5.01 -1.72
C -3.51 -3.70 -1.05
C -4.91 -3.46 -1.19
C -5.46 -2.42 -0.36
C -4.70 -1.73 0.59
C -3.35 -2.10 0.75
C -2.76 -2.99 -0.09
H -5.62 -4.02 -1.78
H -6.52 -2.20 -0.40
H -5.21 -1.08 1.30
H -2.69 -1.63 1.46
H -1.69 -3.12 -0.05
O 0.31 -2.65 1.21
N -0.01 -1.47 1.45
O -0.45 -1.18 2.54
C 0.09 -0.49 0.35
C -0.44 0.82 0.55
C -0.34 1.77 -0.41
C 0.27 1.48 -1.57
C 0.80 0.21 -1.73
C 0.80 -0.78 -0.78
H -0.93 1.08 1.48
H -0.75 2.74 -0.19
H 0.45 2.23 -2.33
H 1.43 -0.08 -2.55
H 1.27 -1.73 -0.96
O -5.44 3.76 0.06
N -4.72 2.79 0.00
O -4.19 2.31 1.01
C -4.40 2.13 -1.29
C -3.45 1.10 -1.44
C -3.31 0.50 -2.70
C -4.00 1.02 -3.80
C -4.82 2.11 -3.65
C -5.02 2.66 -2.44
H -2.74 0.75 -0.71
H -2.54 -0.25 -2.81
H -3.83 0.65 -4.80
H -5.20 2.56 -4.55
H -5.55 3.60 -2.43
O -1.78 2.53 3.27
N -2.12 1.47 3.72
O -2.88 0.73 3.05
C -1.74 1.10 5.09
C -1.78 -0.25 5.46
C -1.46 -0.63 6.75
C -0.98 0.31 7.61
C -0.86 1.66 7.24
C -1.25 2.05 5.96
H -2.17 -0.98 4.76
H -1.44 -1.65 7.09
H -0.57 -0.08 8.53
H -0.31 2.41 7.79
H -1.10 3.06 5.63
O 3.53 -0.43 3.14
N 2.94 0.64 3.36
O 2.33 0.82 4.43
C 2.94 1.67 2.30
C 3.84 1.56 1.22
C 3.80 2.43 0.13
C 2.89 3.46 0.13
C 1.97 3.54 1.21
C 2.01 2.66 2.29
H 4.62 0.80 1.25
H 4.45 2.32 -0.73
H 2.86 4.17 -0.69
H 1.22 4.31 1.26
H 1.32 2.78 3.10
O -2.77 4.93 -0.29
N -1.64 5.21 -0.57
O -0.81 5.66 0.21
C -1.13 5.18 -1.94
C 0.14 5.54 -2.35
C 0.55 5.53 -3.70
C -0.34 5.17 -4.67
C -1.59 4.70 -4.29
C -1.93 4.68 -2.98
H 0.75 5.97 -1.57
H 1.58 5.76 -3.92
H -0.08 5.19 -5.72
H -2.27 4.31 -5.03
H -2.86 4.20 -2.72
C 1.51 -4.88 -2.09
C 2.14 -4.69 -0.70
O 2.87 -3.41 -0.64
S 4.50 -3.48 -0.25
C 5.24 -4.42 -1.64
O 4.96 -2.13 -0.49
O 4.65 -4.35 0.90
H 0.78 -5.68 -2.21
H 2.32 -4.93 -2.83
H 0.97 -3.98 -2.38
H 1.37 -4.65 0.07
H 2.68 -5.60 -0.43
H 4.82 -3.92 -2.52
H 4.91 -5.45 -1.55
H 6.33 -4.40 -1.61
C 2.24 -5.31 3.53
C 1.76 -3.87 3.97
O 1.40 -3.97 5.39
S 2.36 -3.51 6.66
C 2.18 -1.72 6.47
O 1.61 -3.89 7.88
O 3.70 -4.03 6.41
H 1.46 -6.06 3.64
H 3.11 -5.67 4.08
H 2.56 -5.27 2.49
H 2.49 -3.10 3.72
H 0.85 -3.62 3.42
H 1.17 -1.34 6.64
H 2.13 -1.62 5.39
H 2.99 -1.16 6.94
C -0.65 0.78 -6.16
C 0.25 1.71 -5.39
O 1.22 0.88 -4.76
S 2.65 0.82 -5.61
C 3.49 2.39 -4.96
O 3.36 -0.37 -5.07
O 2.45 1.05 -7.05
H -0.22 0.27 -7.03
H -1.52 1.29 -6.58
H -0.95 -0.04 -5.50
H 0.58 2.51 -6.05
H -0.21 2.30 -4.59
H 3.62 2.33 -3.88
H 2.77 3.14 -5.29
H 4.42 2.51 -5.52
*
```

ORCA calculation (ωB97M-V/def2-TZVPD) on a structure of composition C30H30IN6O2Pd.

For the HOMO energy (spin up / spin down), the calculation gives -10.18 / -10.86 eV. For the strongest force on any atom, the calculation gives 0.5 eV/A. The energy relative to the best compared isomer or geometry (same formula, charge and spin) comes out at 0.000 eV.

```
! wB97M-V def2-TZVPD RIJCOSX def2/J DEFGRID3
* xyz 1 3
Pd 0.50 0.47 -0.74
C -4.32 -0.31 4.04
C -2.98 -0.13 3.39
C -1.91 -0.97 3.69
C -0.70 -0.84 3.04
C -0.49 0.15 2.06
N 0.68 0.17 1.35
C 1.87 -0.14 1.95
C 2.15 0.30 3.25
C 3.39 0.12 3.82
C 4.42 -0.49 3.12
C 5.79 -0.64 3.70
C 4.15 -0.95 1.83
C 2.90 -0.80 1.24
N 2.70 -1.46 0.00
C 3.18 -2.69 -0.30
C 2.85 -2.97 -1.60
C 2.15 -1.84 -2.03
N 2.07 -0.93 -1.07
C -1.58 1.01 1.77
C -2.79 0.85 2.42
N -1.46 2.13 0.89
C -2.05 3.33 1.06
C -1.70 4.13 0.01
C -0.85 3.32 -0.77
N -0.72 2.12 -0.24
H -4.21 -0.74 5.04
H -4.95 -0.98 3.45
H -4.84 0.64 4.13
H -2.04 -1.76 4.43
H 0.10 -1.54 3.23
H 1.37 0.83 3.79
H 3.58 0.49 4.82
H 5.78 -0.52 4.78
H 6.47 0.12 3.29
H 6.22 -1.62 3.47
H 4.93 -1.44 1.26
H 3.71 -3.27 0.44
H 3.07 -3.86 -2.16
H 1.71 -1.64 -3.00
H -3.61 1.50 2.16
H -2.65 3.54 1.94
H -1.97 5.15 -0.16
H -0.32 3.57 -1.68
C -3.73 1.27 -3.01
C -2.28 0.85 -2.97
O -1.91 -0.05 -2.25
C -1.29 1.58 -3.81
C -1.63 2.73 -4.52
C -0.66 3.43 -5.22
C 0.65 2.99 -5.22
C 1.00 1.82 -4.53
C 0.03 1.12 -3.84
H -4.30 0.65 -2.32
H -4.13 1.17 -4.02
H -3.83 2.32 -2.72
H -2.65 3.09 -4.52
H -0.93 4.33 -5.76
H 1.41 3.54 -5.76
H 2.02 1.47 -4.55
H 0.26 0.20 -3.32
N -1.59 -2.71 -1.20
C -0.68 -3.22 -0.35
O -0.12 -2.55 0.50
C -0.41 -4.71 -0.42
I -0.45 -5.60 -2.36
H -1.78 -1.72 -1.19
H -1.98 -3.27 -1.93
H -1.16 -5.24 0.16
H 0.57 -4.90 0.01
*
```

ORCA calculation (ωB97M-V/def2-TZVPD) on a structure of composition C2H2BrCl3.

For the HOMO energy (spin up / spin down), the calculation gives -8.51 / -8.78 eV. For the strongest force on any atom, the calculation gives 3.9 eV/A. The energy relative to the best compared isomer or geometry (same formula, charge and spin) comes out at 3.918 eV.

```
! wB97M-V def2-TZVPD RIJCOSX def2/J DEFGRID3
* xyz 0 1
C 1.72 -0.27 -0.79
C -1.25 0.12 0.68
Cl 2.71 1.16 -0.82
Cl 1.17 -0.84 0.61
Cl -2.05 1.03 1.95
Br -2.34 -1.34 0.27
H 1.11 -0.49 -1.72
H -1.07 0.63 -0.18
*
```

ORCA calculation (ωB97M-V/def2-TZVPD) on a cluster of 3 separate species, C5H14O3 in total.

For the HOMO energy, the calculation gives -9.92 eV. The structure (SMILES) is CCCCC=O.O.O. For the strongest force on any atom, the calculation gives 5.1 eV/A. The energy relative to the best compared isomer or geometry (same formula, charge and spin) comes out at 1.796 eV.

```
! wB97M-V def2-TZVPD RIJCOSX def2/J DEFGRID3
* xyz 0 1
C 1.23 -0.81 -1.14
C 0.87 -1.25 0.22
C 1.59 -0.54 1.35
C 2.11 0.90 1.33
C 1.32 2.14 0.88
O 1.76 2.87 0.03
H 0.82 0.19 -1.32
H 0.97 -1.48 -1.96
H 2.21 -0.76 -1.09
H -0.18 -1.26 0.48
H 1.25 -2.32 0.18
H 1.03 -0.66 2.40
H 2.49 -1.10 1.34
H 2.42 1.02 2.26
H 3.12 0.94 0.77
H 0.36 2.26 1.33
O -2.69 -0.46 -2.68
H -2.64 0.24 -3.30
H -2.65 0.11 -1.87
O -5.51 0.18 0.20
H -5.28 -0.79 0.39
H -4.62 0.59 0.19
*
```

ORCA calculation (ωB97M-V/def2-TZVPD) on a cluster of 2 separate species, CH2BNO2 in total.

For the HOMO energy, the calculation gives -10.79 eV. The structure (SMILES) is O=BO.C#N. For the strongest force on any atom, the calculation gives 10.4 eV/A. The energy relative to the best compared isomer or geometry (same formula, charge and spin) comes out at 1.856 eV.

```
! wB97M-V def2-TZVPD RIJCOSX def2/J DEFGRID3
* xyz 0 1
O -1.60 -2.41 -0.36
B -1.42 -1.13 -0.40
O -1.44 0.09 -0.53
H -1.01 0.54 0.18
C 1.91 0.88 0.16
N 0.81 1.28 0.04
H 2.75 0.75 0.90
*
```